(i)
40 unconnected molecules or ions with the total composition H80O40. Source: the OMol25 dataset; level of theory: the ωB97M-V functional and the def2-TZVPD basis.

Geometry (Å):
H: 5.842 2.672 1.318
H: 6.134 1.898 0.215
O: 5.839 2.795 0.432
H: -0.883 2.464 5.089
H: -0.954 2.334 3.476
O: -0.793 2.882 4.202
H: 3.405 5.530 1.689
H: 4.568 5.092 0.591
O: 3.829 5.001 1.166
H: -2.529 -3.922 2.438
H: -3.913 -4.080 1.717
O: -3.339 -3.680 2.507
H: -3.113 -4.516 -2.575
H: -3.347 -3.306 -3.403
O: -2.676 -4.005 -3.209
H: -2.765 3.070 -0.543
O: -2.300 3.770 0.056
H: 3.360 4.304 3.344
O: 2.782 4.975 3.180
H: 2.297 -5.349 -3.660
H: 1.667 -4.055 -3.977
O: 1.801 -4.443 -3.156
H: 0.866 2.125 2.349
H: -0.114 2.463 1.403
O: 0.759 2.792 1.694
H: -4.681 -2.732 0.798
H: -5.736 -3.760 1.097
O: -5.097 -3.609 0.315
H: 2.257 1.926 4.978
H: 2.214 2.910 3.843
O: 2.641 2.239 4.262
H: -0.174 2.333 -5.288
O: 0.041 2.843 -6.154
H: 2.658 3.774 -1.543
H: 2.379 3.611 -3.110
O: 2.237 4.200 -2.314
H: 1.833 2.413 0.674
H: 3.486 2.872 0.456
O: 2.723 2.437 0.193
H: 0.563 -4.292 -0.457
H: 1.012 -2.655 -0.279
O: 1.323 -3.597 -0.265
H: -2.195 1.116 4.840
H: -3.062 0.953 6.072
O: -2.076 1.106 5.747
H: 0.815 -0.063 1.996
H: -0.470 0.342 1.070
O: 0.150 0.627 1.711
H: -2.799 1.188 -1.543
H: -2.916 0.134 -0.495
O: -2.623 1.072 -0.548
H: 6.242 0.093 3.243
O: 5.889 -0.225 2.483
H: -0.730 -0.590 5.586
H: 0.447 -0.226 6.215
O: 0.032 -1.024 5.939
H: 1.576 -0.902 4.571
O: 1.591 -1.567 3.879
H: -3.381 4.740 2.378
H: -2.110 5.015 3.246
O: -3.003 5.323 3.023
H: 1.410 -4.043 1.467
H: 0.965 -4.537 2.922
O: 0.607 -4.327 2.064
H: -2.027 -3.354 -1.980
H: -0.876 -2.901 -0.706
O: -1.699 -3.157 -1.068
H: 2.730 -0.114 -5.910
H: 1.806 0.941 -6.368
O: 2.340 0.641 -5.484
H: 3.662 -0.736 -4.864
H: 3.905 -1.765 -3.819
O: 3.862 -1.602 -4.708
H: 4.015 -1.502 0.288
H: 3.918 -0.239 0.863
O: 3.379 -1.032 0.638
H: -6.130 -0.513 0.087
H: -6.315 -0.555 1.742
O: -5.759 -0.865 0.988
H: -2.921 1.885 -3.567
H: -4.136 2.925 -3.518
O: -3.685 2.289 -2.907
H: -2.362 -4.754 -0.816
H: -2.701 -5.389 0.437
O: -3.121 -5.214 -0.419
H: 6.121 -3.390 0.081
H: 4.681 -3.294 -0.329
O: 5.524 -2.849 -0.438
H: -3.718 -1.427 -1.622
O: -3.509 -1.466 -2.619
H: 0.888 3.772 -2.657
H: -0.506 3.930 -2.926
O: 0.231 3.832 -3.353
H: 4.973 -0.140 2.754
H: -1.492 4.124 0.306
H: 2.210 -2.225 4.169
H: 1.841 4.539 3.027
H: -0.382 3.689 -5.804
H: -4.154 -1.069 -3.018
O: -0.078 -3.280 -4.946
H: 0.371 -4.164 -5.151
H: -0.921 -3.388 -4.319
O: 0.403 -0.611 -0.568
H: 1.268 -0.829 -0.459
H: 0.317 -0.531 -1.534
O: 0.297 0.858 -3.268
H: 0.514 1.082 -4.185
H: 0.253 1.776 -2.866
O: -2.880 2.272 2.090
H: -3.684 2.601 2.523
H: -3.102 2.067 1.158
O: -2.950 -1.378 0.581
H: -2.948 -1.390 1.632
H: -2.206 -1.895 0.466
O: 0.035 -0.525 -6.498
H: -0.778 -0.290 -6.706
H: -0.070 -1.317 -5.913
O: -1.859 -1.695 3.883
H: -2.176 -2.555 4.254
H: -0.864 -1.753 3.930

Summary:
<S²>: 0.758
Spin multiplicity: 2
HOMO (alpha / beta): -0.4229 / -0.4228 hartree
Net charge: +1
Gap between HOMO and LUMO (alpha / beta): 7.993 / 1.220 eV

---

(ii)
40 unconnected molecules or ions with the total composition H80O40. Source: the OMol25 dataset; level of theory: the ωB97M-V functional and the def2-TZVPD basis.

Geometry (Å):
H: -2.638 -4.475 -3.355
H: -1.255 -4.054 -3.910
O: -1.696 -4.439 -3.118
H: -3.477 2.980 -2.782
H: -4.755 3.649 -3.451
O: -4.257 2.844 -3.317
H: 2.474 4.899 -1.381
H: 1.652 4.310 -2.635
O: 2.315 4.920 -2.317
H: -1.949 -4.454 -0.947
H: -1.372 -4.483 0.499
O: -1.175 -4.210 -0.430
H: 0.328 1.532 2.662
H: -1.087 1.457 2.315
O: -0.467 0.969 2.873
H: 2.246 2.677 -1.182
O: 2.673 2.700 -0.304
H: 4.309 -1.547 -1.637
O: 3.452 -1.977 -1.677
H: -5.543 1.764 -1.948
H: -6.051 1.817 -0.520
O: -6.333 1.767 -1.432
H: 0.459 6.137 0.448
H: 2.007 6.035 0.731
O: 1.323 6.494 0.243
H: 0.800 -2.374 -1.357
H: 0.257 -2.988 -2.534
O: 0.266 -2.100 -2.129
H: 0.151 -5.521 -1.233
H: 1.059 -6.697 -0.774
O: 0.849 -6.143 -1.528
H: -0.995 -4.248 4.108
O: -0.925 -4.610 3.224
H: -5.398 -0.197 -4.399
H: -4.442 0.940 -4.851
O: -4.836 0.085 -5.121
H: 0.627 1.247 -4.839
H: 1.429 2.216 -5.692
O: 1.467 1.318 -5.293
H: 0.989 1.303 6.785
H: 0.269 0.475 5.645
O: 0.953 0.434 6.353
H: 5.628 1.250 1.675
H: 4.496 1.808 2.521
O: 5.389 2.033 2.185
H: -2.987 -2.591 5.014
H: -3.493 -1.197 4.544
O: -3.496 -1.841 5.355
H: 0.148 -0.920 2.611
H: 1.267 -1.790 2.669
O: 0.309 -1.866 2.524
H: 1.479 3.975 2.022
O: 0.994 3.172 2.241
H: -2.060 -1.848 -6.197
H: -3.448 -1.598 -5.610
O: -2.689 -2.189 -5.559
H: -1.445 2.307 -3.398
O: -1.119 3.217 -3.265
H: 2.825 -3.986 4.781
H: 1.921 -3.712 3.747
O: 2.840 -3.450 3.975
H: 6.397 -0.485 -0.815
H: 6.156 -0.476 0.691
O: 5.928 -0.022 -0.121
H: -1.300 0.005 4.414
H: -2.089 -0.752 5.645
O: -1.376 -0.111 5.375
H: 3.050 -0.444 0.767
H: 1.572 -0.046 0.486
O: 2.411 0.268 0.824
H: -0.038 -2.601 6.406
H: 1.227 -2.588 5.258
O: 0.372 -2.845 5.584
H: -1.696 3.404 -1.450
H: -1.615 4.677 -0.492
O: -1.543 3.728 -0.552
H: -1.462 -1.442 0.937
H: -1.578 -1.869 -0.363
O: -2.043 -2.092 0.462
H: 1.182 2.859 4.865
H: 1.695 1.755 3.933
O: 1.968 2.262 4.707
H: -4.863 3.337 0.039
H: -4.491 4.706 0.653
O: -4.184 3.807 0.523
H: 1.723 -4.179 -5.142
H: 0.944 -2.939 -4.921
O: 0.864 -3.892 -4.786
H: -3.798 -2.072 2.846
O: -3.244 -1.293 2.847
H: 5.305 -1.238 3.039
H: 3.753 -1.417 2.497
O: 4.632 -1.058 2.386
H: 0.304 3.468 1.514
H: 3.240 3.469 -0.379
H: -1.639 3.692 -3.922
H: 3.628 -2.780 -2.171
H: -0.578 -3.903 2.653
H: -2.539 -1.287 2.205
O: -0.716 1.122 -0.181
H: -1.255 0.665 -0.835
H: -0.899 2.061 -0.270
O: 4.087 1.164 -4.301
H: 3.203 1.010 -4.706
H: 3.933 0.595 -3.536
O: -4.098 0.070 -1.019
H: -3.816 -0.355 -0.187
H: -4.255 -0.864 -1.302
O: 1.296 2.349 -2.634
H: 0.845 1.518 -2.488
H: 2.143 2.199 -3.084
O: -0.707 -0.484 -4.228
H: -1.436 -0.755 -4.785
H: -0.536 -1.052 -3.478
O: -1.207 5.149 2.715
H: -0.395 5.339 3.226
H: -1.171 4.198 2.860
O: 3.080 -4.829 -0.244
H: 3.261 -4.980 0.707
H: 2.113 -4.951 -0.301

Summary:
<S²>: 0.757
Spin multiplicity: 2
HOMO (alpha / beta): -0.4593 / -0.4593 hartree
Net charge: +1
Gap between HOMO and LUMO (alpha / beta): 8.998 / 2.897 eV

---

Which is most stable? The ranking, best first, is (ii), (i).

---

(i)
A molecular structure, H6NO. Source: the OMol25 dataset; level of theory: the ωB97M-V functional and the def2-TZVPD basis.

Geometry (Å):
O: 0.716 -0.433 -0.774
H: 0.793 0.294 -1.433
H: 1.523 -0.978 -0.910
N: -0.606 0.223 0.623
H: 0.169 0.164 -0.064
H: -0.223 0.457 1.559
H: -1.098 -0.689 0.669
H: -1.274 0.961 0.329

Summary:
HOMO: -0.6615 hartree
Net charge: +1
Gap between HOMO and LUMO: 13.921 eV

---

(ii)
2 unconnected molecules or ions with the total composition H6NO. Source: the OMol25 dataset; level of theory: the ωB97M-V functional and the def2-TZVPD basis.

Geometry (Å):
O: 1.325 5.513 1.460
H: 1.512 6.377 1.026
H: 1.773 5.574 2.334
N: 0.000 0.000 0.000
H: 0.652 -0.674 -0.446
H: -0.407 -0.426 0.855
H: -0.762 0.236 -0.665
H: 0.516 0.864 0.255

Summary:
HOMO: -0.5138 hartree
Net charge: +1
Gap between HOMO and LUMO: 9.294 eV

---

Which is most stable? The ranking, best first, is (ii), (i).

---

(i)
2 unconnected molecules or ions with the total composition C4H13N3. Source: the OMol25 dataset; level of theory: the ωB97M-V functional and the def2-TZVPD basis.

Geometry (Å):
C: -2.829 2.534 0.325
N: -0.451 1.233 1.147
C: -0.516 2.177 0.024
N: -1.613 2.728 -0.437
H: -3.679 2.577 -0.359
H: -2.984 3.366 1.047
H: -2.830 1.589 0.868
H: -0.155 0.313 0.807
H: 0.271 1.543 1.783
H: 0.459 2.349 -0.437
C: 2.088 -1.164 -0.992
N: 1.901 -2.571 -0.598
C: 0.573 -2.814 -0.061
H: 1.322 -0.911 -1.727
H: 2.042 -0.475 -0.142
H: 3.041 -1.049 -1.507
H: 2.658 -2.784 0.041
H: 0.319 -2.186 0.807
H: 0.526 -3.854 0.262
H: -0.144 -2.604 -0.852

Summary:
<S²>: 0.750
Spin multiplicity: 2
HOMO (alpha / beta): 0.0413 / -0.2025 hartree
Net charge: -1
Gap between HOMO and LUMO (alpha / beta): 2.983 / 9.486 eV

---

(ii)
A gas-phase ion, C4H13N3 (charge -1). Source: the OMol25 dataset; level of theory: the ωB97M-V functional and the def2-TZVPD basis.

Geometry (Å):
C: 1.192 0.244 1.422
N: 0.853 1.255 2.431
C: -0.047 0.213 0.491
C: -1.349 -0.288 1.199
N: 0.209 -0.314 -0.823
C: -0.691 -0.444 -2.018
N: -0.118 -0.511 -3.387
H: 1.545 -0.744 1.823
H: 2.096 0.439 0.863
H: 1.128 1.009 3.370
H: 1.426 2.082 2.265
H: -0.219 1.301 0.279
H: -1.955 -0.714 0.361
H: -2.073 0.538 1.290
H: -1.127 -0.936 2.045
H: 1.009 -0.921 -0.898
H: -1.440 -1.234 -1.904
H: -1.212 0.540 -1.959
H: 0.768 0.012 -3.329
H: 0.004 -1.527 -3.520

Summary:
<S²>: 0.750
Spin multiplicity: 2
HOMO (alpha / beta): 0.0500 / -0.1757 hartree
Net charge: -1
Gap between HOMO and LUMO (alpha / beta): 2.580 / 8.655 eV

---

(iii)
2 unconnected molecules or ions with the total composition C4H13N3. Source: the OMol25 dataset; level of theory: the ωB97M-V functional and the def2-TZVPD basis.

Geometry (Å):
C: -0.985 1.772 -0.544
N: -2.323 1.432 -0.089
C: -2.467 0.632 1.019
N: -3.327 -0.279 1.132
H: -1.001 2.523 -1.341
H: -0.342 2.081 0.303
H: -0.515 0.832 -0.874
H: -2.964 1.201 -0.829
H: -1.716 0.775 1.801
H: -3.409 -0.513 2.134
C: 2.244 -0.427 0.635
C: 1.774 -1.611 -0.221
N: 1.242 -1.149 -1.540
H: 1.438 0.355 0.711
H: 2.494 -0.709 1.681
H: 3.158 0.042 0.194
H: 2.583 -2.272 -0.346
H: 0.988 -2.105 0.322
H: 2.033 -0.623 -2.021
H: 1.096 -1.955 -2.127

Summary:
<S²>: 0.750
Spin multiplicity: 2
HOMO (alpha / beta): 0.0504 / -0.2099 hartree
Net charge: -1
Gap between HOMO and LUMO (alpha / beta): 2.690 / 9.864 eV

---

Which is most stable? The ranking, best first, is (iii), (i), (ii).

---

(i)
A single C2H4N2S3 molecule. Source: the OMol25 dataset; level of theory: the ωB97M-V functional and the def2-TZVPD basis.

Geometry (Å):
S: 1.618 -2.070 0.112
C: 1.460 -0.619 0.819
N: 0.638 0.422 0.471
S: 0.825 1.922 1.285
C: -0.329 0.425 -0.558
N: -1.020 -0.608 -0.794
S: -2.126 -0.511 -2.094
H: 2.070 -0.346 1.665
H: -0.192 1.806 2.110
H: -0.405 1.374 -1.081
H: -2.539 -1.795 -1.936

Summary:
SMILES: S=CN(S)/C=N/S
HOMO: -0.3110 hartree
Gap between HOMO and LUMO: 8.500 eV

---

(ii)
2 unconnected molecules or ions with the total composition C2H4N2S3. Source: the OMol25 dataset; level of theory: the ωB97M-V functional and the def2-TZVPD basis.

Geometry (Å):
N: 3.126 -0.283 -1.198
N: 3.704 -0.445 -0.258
S: 4.548 -0.644 0.930
C: 0.430 -0.699 0.424
C: 0.567 0.627 0.352
S: 0.020 1.722 -1.019
S: 1.601 1.482 1.522
H: 0.599 -1.323 1.286
H: -0.331 -1.121 -0.123
H: -0.224 0.702 -1.997
H: 1.272 0.558 2.584

Summary:
SMILES: N#[N+][S-].C=C(S)S
HOMO: -0.3210 hartree
Gap between HOMO and LUMO: 9.256 eV

---

Which is most stable? The ranking, best first, is (i), (ii).